# 1
Here is C73H140F30N12O20S10 as an isolated structure at a distorted geometry from OMol25. Energies are from wB97M-V/def2-TZVPD.

Frontier orbital gap (eV): 8.16
Energy relative to the best compared isomer or geometry (same formula, charge and spin) (kJ/mol): 0.0
Charge: +2

Last column: Löwdin charge in e.
Geometry (Å):
C 2.30520 3.49819 -3.68831  -0.11
C 2.80893 4.12739 -4.96908  -0.27
C 1.98764 3.65903 -6.14949  -0.21
C 2.57272 4.27208 -7.39383  -0.13
N 2.01858 3.80365 -8.71023  -0.24
C 0.48858 3.85502 -8.79905  -0.11
C 0.15953 3.62615 -10.25121  -0.16
C 1.37909 4.23876 -10.98999  -0.11
C 2.49423 4.61263 -9.92080  -0.04
C 2.39395 2.32295 -8.93510  0.05
H 2.29786 2.39867 -3.83092  0.06
H 1.27828 3.85562 -3.41297  0.09
H 2.90997 3.72542 -2.77846  0.09
H 3.84184 3.80245 -5.12949  0.10
H 2.79469 5.22863 -4.93957  0.13
H 0.95952 3.94977 -5.97448  0.12
H 1.99784 2.57446 -6.22365  0.10
H 3.65332 4.06805 -7.38758  0.10
H 2.42755 5.36436 -7.34509  0.15
H 0.02716 3.06848 -8.20067  0.13
H 0.25526 4.87575 -8.45201  0.15
H 0.06306 2.55789 -10.50187  0.12
H -0.79184 4.06829 -10.51115  0.12
H 1.77794 3.46436 -11.65052  0.11
H 1.20679 5.06480 -11.67235  0.11
H 3.52844 4.30769 -10.03257  0.10
H 2.43356 5.65187 -9.66810  0.13
H 3.46859 2.23437 -8.92176  0.08
H 2.01824 2.02228 -9.89789  0.09
H 1.91741 1.73969 -8.15739  0.10
C -0.19438 -3.97297 -3.26202  -0.08
C -1.42223 -3.77813 -4.20411  -0.23
C -2.64980 -3.20892 -3.45461  -0.18
C -3.71922 -2.63757 -4.40816  -0.11
N -5.08001 -2.27608 -3.82998  -0.23
C -5.79452 -3.53865 -3.18797  -0.06
C -6.41560 -4.27354 -4.36926  -0.13
C -6.55792 -3.20588 -5.50222  -0.14
C -6.07853 -1.87695 -4.95016  -0.08
C -4.94576 -1.13058 -2.76977  0.06
H 0.64068 -4.37576 -3.85978  0.08
H -0.38861 -4.63565 -2.41387  0.07
H 0.11699 -2.98480 -2.88819  0.06
H -1.65345 -4.70234 -4.71173  0.11
H -1.16501 -3.04359 -4.97852  0.11
H -2.29047 -2.43221 -2.75860  0.10
H -3.01326 -3.98320 -2.79395  0.09
H -3.79383 -3.38673 -5.19819  0.13
H -3.30632 -1.70778 -4.81190  0.13
H -6.50188 -3.05776 -2.50661  0.14
H -5.01244 -4.05043 -2.58214  0.12
H -7.32203 -4.77073 -4.02615  0.12
H -5.73469 -5.06992 -4.66432  0.11
H -7.57049 -3.13820 -5.88831  0.12
H -5.96610 -3.58852 -6.35815  0.12
H -6.86607 -1.34227 -4.40766  0.14
H -5.54687 -1.23082 -5.64484  0.13
H -5.97131 -0.78122 -2.59936  0.11
H -4.36951 -0.30464 -3.22369  0.11
H -4.54662 -1.51948 -1.84518  0.07
C 0.20678 7.15745 6.11671  -0.09
C 0.31890 7.31533 4.58719  -0.23
C -0.92343 7.02507 3.71801  -0.19
C -1.61855 5.71325 4.02720  -0.13
N -3.08549 5.71562 3.63851  -0.22
C -3.93102 6.65613 4.50431  -0.10
C -5.30083 6.05912 4.56180  -0.15
C -5.05094 4.54790 4.62423  -0.12
C -3.70945 4.31829 3.87709  -0.06
C -3.22632 6.02782 2.16404  0.04
H -0.65628 7.73517 6.48448  0.08
H 1.10236 7.60493 6.50811  0.07
H 0.17047 6.09979 6.38444  0.06
H 1.15471 6.65703 4.28351  0.10
H 0.63431 8.35428 4.34610  0.12
H -0.67709 7.10941 2.67562  0.09
H -1.58225 7.86998 3.97447  0.12
H -1.64939 5.60284 5.13511  0.13
H -1.06475 4.86418 3.63169  0.11
H -3.97728 7.66791 4.11688  0.13
H -3.45707 6.67049 5.48489  0.14
H -5.88194 6.38409 3.69201  0.11
H -5.81226 6.37579 5.47730  0.13
H -5.82917 3.94746 4.16920  0.10
H -4.96640 4.25247 5.64858  0.11
H -3.88158 3.84114 2.91508  0.09
H -3.02438 3.70666 4.47930  0.11
H -2.73759 6.98853 2.01324  0.10
H -4.26589 6.01414 1.83948  0.10
H -2.60356 5.30878 1.61358  0.10
C -6.47751 -8.90570 3.86734  -0.10
C -5.34499 -7.88001 3.70922  -0.24
C -5.50110 -6.76776 4.72206  -0.20
C -4.42864 -5.72435 4.53656  -0.11
N -4.15283 -4.71148 5.68760  -0.21
C -3.09470 -3.78987 5.19967  -0.15
C -2.06379 -3.73851 6.28075  -0.16
C -2.08489 -5.12594 6.85831  -0.15
C -3.59822 -5.42798 6.93866  -0.05
C -5.40036 -3.85839 5.98604  0.05
H -6.53386 -9.37750 4.84428  0.07
H -6.34188 -9.71024 3.15458  0.07
H -7.44963 -8.41492 3.75310  0.08
H -5.50845 -7.52909 2.68937  0.11
H -4.30272 -8.25921 3.76493  0.12
H -5.48241 -7.20671 5.73308  0.12
H -6.44498 -6.24711 4.65622  0.10
H -4.74478 -5.12458 3.68009  0.11
H -3.42418 -6.10073 4.32461  0.12
H -3.57936 -2.87506 4.85766  0.13
H -2.63304 -4.31020 4.32935  0.12
H -2.52186 -3.12713 7.07164  0.13
H -1.08376 -3.32095 6.04785  0.11
H -1.57541 -5.28609 7.80277  0.12
H -1.62195 -5.79458 6.13504  0.10
H -4.08634 -5.03294 7.82731  0.13
H -3.86893 -6.47983 6.86104  0.12
H -6.16498 -4.50216 6.39038  0.11
H -5.72027 -3.36910 5.05022  0.09
H -5.14072 -3.09613 6.74522  0.12
C 1.96733 -4.84425 7.08097  -0.11
C 2.60042 -3.52285 6.83258  -0.25
C 3.34060 -3.64660 5.48781  -0.17
C 3.90071 -2.31485 4.91466  -0.10
N 4.41390 -2.45549 3.53543  -0.27
C 3.30977 -2.81241 2.55147  -0.08
C 3.52980 -1.82537 1.36780  -0.11
C 3.91554 -0.57688 2.14189  -0.15
C 4.98342 -1.10148 3.05178  -0.08
C 5.54040 -3.41416 3.50990  0.01
H 2.67952 -5.65353 6.95309  0.09
H 1.22130 -4.98805 6.30799  0.06
H 1.47763 -5.01640 8.04899  0.09
H 3.29261 -3.32203 7.64862  0.12
H 1.88542 -2.69471 6.83005  0.11
H 2.62947 -4.11408 4.83112  0.08
H 4.13640 -4.36211 5.64430  0.11
H 4.76576 -1.96357 5.46097  0.14
H 3.10621 -1.56405 4.95073  0.14
H 3.37571 -3.85934 2.28844  0.13
H 2.35440 -2.60775 3.03007  0.12
H 4.38196 -2.26365 0.82892  0.12
H 2.69977 -1.66240 0.68316  0.10
H 4.35619 0.20814 1.54303  0.12
H 3.01305 -0.17406 2.63386  0.10
H 5.94987 -1.30828 2.57684  0.13
H 5.16125 -0.50899 3.93618  0.13
H 6.37170 -3.01774 4.10439  0.12
H 5.85917 -3.52158 2.45227  0.13
H 5.22053 -4.33703 3.94678  0.09
C 7.05489 0.54420 -1.22880  -0.09
C 7.17455 0.42029 -2.77868  -0.23
C 8.57524 0.86271 -3.23912  -0.19
C 9.53624 -0.30226 -2.88398  -0.11
N 11.00497 0.07043 -3.19277  -0.25
C 11.89338 -1.15522 -2.81855  -0.09
C 13.27395 -0.58221 -2.35876  -0.11
C 12.76240 0.65228 -1.51856  -0.13
C 11.46074 1.22405 -2.20206  -0.04
C 11.27113 0.48339 -4.60384  0.02
H 6.17048 0.11295 -0.73402  0.06
H 7.06338 1.59117 -0.92283  0.08
H 7.91062 0.09181 -0.66041  0.07
H 6.41653 1.03825 -3.25680  0.09
H 6.95221 -0.56539 -3.21198  0.11
H 8.84755 1.81304 -2.74296  0.13
H 8.70554 1.01374 -4.31359  0.08
H 9.32132 -1.15554 -3.52234  0.14
H 9.47398 -0.57054 -1.81641  0.12
H 11.98388 -1.78260 -3.71183  0.13
H 11.32022 -1.69560 -2.05320  0.13
H 13.83573 -0.22351 -3.21683  0.10
H 13.88360 -1.32269 -1.79247  0.13
H 13.53314 1.41993 -1.53541  0.11
H 12.56003 0.46355 -0.47797  0.10
H 11.67468 2.08369 -2.83675  0.13
H 10.68256 1.39435 -1.44784  0.12
H 12.33355 0.68430 -4.64873  0.10
H 10.72800 1.40360 -4.80227  0.11
H 11.07025 -0.32163 -5.30747  0.12
C 2.39265 -0.28587 -2.13839  -0.07
C 1.47766 0.67847 -1.21876  -0.21
C 0.30634 -0.14060 -0.79341  -0.19
C -0.55643 0.70206 0.12063  -0.09
N -1.74726 -0.01216 0.82985  -0.24
C -2.45414 0.99242 1.68639  -0.08
C -3.02572 0.20387 2.89811  -0.09
C -2.18450 -1.11903 2.95712  -0.11
C -1.20240 -1.07131 1.76890  -0.09
C -2.72841 -0.60825 -0.08024  0.01
H 2.62943 -1.25263 -1.70174  0.05
H 3.29462 0.28812 -2.31655  0.05
H 1.96728 -0.49623 -3.11453  0.06
H 1.20402 1.49507 -1.86826  0.09
H 2.14912 1.07543 -0.47162  0.10
H 0.60715 -1.11054 -0.35828  0.11
H -0.28122 -0.40815 -1.67857  0.12
H -1.07114 1.48232 -0.44626  0.13
H 0.01053 1.08733 0.95373  0.10
H -3.15298 1.54713 1.08178  0.11
H -1.73300 1.77078 1.97129  0.13
H -4.07472 -0.06813 2.77126  0.06
H -2.98954 0.78747 3.83628  0.11
H -2.84695 -1.96229 2.82705  0.07
H -1.66752 -1.24168 3.91564  0.11
H -0.99339 -1.97154 1.19671  0.08
H -0.28149 -0.63042 2.18120  0.10
H -3.23603 0.14783 -0.68583  0.08
H -3.42913 -1.18419 0.52220  0.11
H -2.26562 -1.32881 -0.74933  0.09
C 0.07891 -5.12410 3.06994  -0.57
F -0.61719 -5.97184 3.79821  0.16
F -0.04201 -3.88823 3.61547  0.07
F 1.39797 -5.44119 3.25978  0.08
S -0.19803 -4.80321 1.12036  0.64
O 0.61844 -3.63848 0.85584  -0.31
O 0.16829 -6.08665 0.60484  -0.28
N -1.78053 -4.41350 0.81779  -0.29
S -2.89885 -5.44870 0.62096  0.51
O -3.11702 -5.86926 -0.74217  -0.28
O -3.02823 -6.46245 1.60826  -0.26
C -4.32837 -4.34113 0.90162  -0.53
F -5.46362 -5.06893 0.78341  0.12
F -4.16257 -3.70400 2.09545  0.08
F -4.52434 -3.33940 -0.11573  0.03
C -0.18291 2.13837 5.46635  -0.60
F 0.01378 3.28843 6.10613  0.14
F -0.24884 1.08596 6.33683  0.11
F -1.33475 2.15889 4.75901  0.09
S 1.27276 1.82965 4.24952  0.67
O 2.50762 1.88604 4.99818  -0.29
O 0.96338 0.57046 3.59135  -0.33
N 0.93727 3.13383 3.24083  -0.30
S 2.11654 3.73314 2.43967  0.50
O 2.78821 4.81993 3.00458  -0.23
O 2.90972 2.70993 1.79455  -0.31
C 1.06434 4.32165 1.04638  -0.60
F 0.14255 5.21401 1.53355  0.08
F 1.74603 5.00634 0.09260  0.12
F 0.42265 3.36756 0.36535  0.11
C -9.65930 -3.77070 2.54070  -0.60
F -10.37279 -2.98905 1.70239  0.13
F -10.17107 -3.77457 3.79038  0.12
F -9.61299 -5.02669 1.99796  0.10
S -7.88324 -3.22236 2.78131  0.65
O -7.33915 -4.26271 3.64997  -0.32
O -7.36125 -3.17523 1.43983  -0.30
N -8.04448 -1.79063 3.52096  -0.29
S -7.25096 -0.48200 3.22468  0.49
O -5.85625 -0.67702 3.25140  -0.29
O -7.75000 0.23639 2.15642  -0.22
C -7.69142 0.33728 4.78009  -0.58
F -8.98195 0.55342 4.84559  0.17
F -7.24926 -0.44520 5.89308  0.04
F -7.00614 1.51998 4.91769  0.09
C -7.25270 4.31482 0.66845  -0.58
F -6.66231 5.34717 1.35373  0.07
F -8.38027 3.97121 1.33142  0.13
F -7.62529 4.71854 -0.53988  0.15
S -5.91962 2.90387 0.58551  0.65
O -5.44717 2.73526 1.95712  -0.32
O -6.56689 1.77895 -0.07301  -0.29
N -4.74448 3.59343 -0.27318  -0.32
S -4.33764 3.26115 -1.73208  0.51
O -3.65954 2.03028 -1.87857  -0.31
O -5.35509 3.46803 -2.67281  -0.24
C -3.02845 4.58122 -1.68968  -0.54
F -2.25249 4.80156 -2.83727  0.07
F -3.58694 5.74751 -1.41921  0.14
F -2.07447 4.21218 -0.71517  0.04
C 6.42067 5.19785 -7.07305  -0.60
F 6.57495 4.83674 -5.78817  0.13
F 5.20423 5.79170 -7.29257  0.07
F 7.35049 6.10710 -7.40290  0.14
S 6.47284 3.75760 -8.31808  0.64
O 5.66946 4.21722 -9.45216  -0.31
O 7.86322 3.58319 -8.49314  -0.27
N 5.64994 2.49190 -7.61761  -0.32
S 6.47357 1.33317 -6.83621  0.57
O 7.17667 0.45631 -7.71038  -0.26
O 7.21873 1.80407 -5.73252  -0.29
C 4.83429 0.58343 -6.36223  -0.54
F 4.83309 -0.56164 -5.58809  0.09
F 4.13334 1.52709 -5.56686  0.04
F 4.14244 0.37339 -7.47817  0.12

=====

# 2
Here is a 2-piece molecular cluster, C2H8OS2 overall at a distorted geometry from OMol25. Energies are from wB97M-V/def2-TZVPD.

Frontier orbital gap (eV): 8.70
Energy relative to the best compared isomer or geometry (same formula, charge and spin) (kJ/mol): 39.2

Last column: Löwdin charge in e.
Geometry (Å):
C 0.59932 0.32061 2.15215  -0.48
S 0.47495 0.00704 0.36405  0.43
S -1.28401 0.99256 0.03743  0.43
C -0.91481 1.77958 -1.57322  -0.46
H 0.49339 1.38065 2.32418  0.02
H -0.20753 -0.23558 2.62260  0.02
H 1.54979 -0.04511 2.55212  0.03
H -1.82452 2.30413 -1.79456  0.02
H -0.02629 2.39559 -1.51535  0.03
H -0.74184 0.98074 -2.27695  0.02
O 0.45368 -3.09554 -1.24504  -0.09
H 1.03110 -3.85653 -1.35515  0.03
H 0.39677 -2.92813 -0.29224  0.00

=====

# 3
Here is C16H12BCl5F6OOsSe as an isolated structure from OMol25. Energies are from wB97M-V/def2-TZVPD.

Frontier orbital gap (alpha / beta) (eV): 6.40 / 6.75

Last column: Löwdin charge in e.
Geometry (Å):
Os -0.89836 -0.92882 -1.91439  1.19
Cl 4.47405 3.72521 -3.16682  0.69
C 3.31136 2.63343 -2.52310  -0.71
C 2.47398 1.92044 -3.37015  -0.70
Cl 2.57796 2.10250 -5.07618  0.71
C 1.54171 1.04870 -2.82958  -0.53
Cl 0.48696 0.13218 -3.87632  0.83
C 1.39408 0.84414 -1.45669  -0.42
O 0.51695 0.01808 -0.91834  -0.31
C 2.25213 1.57227 -0.61848  -0.59
Cl 2.09053 1.32388 1.07382  0.79
C 3.19151 2.44990 -1.14081  -0.69
Cl 4.22156 3.32214 -0.07856  0.70
F -2.68343 -1.57385 -2.98858  -0.02
B -3.33106 -0.26633 -3.16028  -1.17
F -2.14194 0.59166 -2.73251  -0.10
F -4.30906 -0.09411 -2.25327  0.22
F -3.60639 -0.02537 -4.45070  0.23
C 0.10662 1.19153 4.93667  -0.04
C -0.22801 0.40161 3.70160  -0.27
C 0.47351 -0.74967 3.37311  -0.03
C 0.16919 -1.49364 2.23854  -0.31
C 0.98273 -2.71525 1.90414  -0.07
C -0.87576 -1.05580 1.42504  -0.47
Se -1.36361 -2.16953 -0.06563  1.01
C -1.59771 0.10456 1.71660  -0.29
C -2.70777 0.60994 0.83402  -0.06
C -1.25844 0.81041 2.86180  -0.01
H 1.06691 0.88893 5.35241  0.08
H -0.65384 1.04252 5.70592  0.09
H 0.14777 2.25934 4.71913  0.08
H 1.28912 -1.07735 4.00846  0.12
H 1.72135 -2.90904 2.67981  0.08
H 1.51183 -2.58134 0.95800  0.08
H 0.35672 -3.60511 1.80636  0.07
H -2.31635 1.02184 -0.10148  0.07
H -3.25291 1.41361 1.32623  0.08
H -3.41928 -0.17164 0.56480  0.07
H -1.81150 1.71205 3.10342  0.12
F -0.81581 -3.74099 -2.46450  -0.05
C -0.11292 -2.62030 -2.79528  -0.56
F 1.17830 -2.82903 -2.42527  -0.01
H -0.15270 -2.53366 -3.88292  0.10